(1)
Below is a 2-piece molecular cluster, C5H17N2O overall at a distorted geometry, with properties calculated with ωB97M-V/def2-TZVPD.

The geometry in XYZ format:
```
25
C5H17N2O ωB97M-V/def2-TZVPD
C -1.687 -0.389 1.852
C -0.832 -1.413 1.077
C -0.301 -0.813 -0.252
C 1.073 -1.292 -0.531
C 1.852 -0.649 -1.726
N 1.442 0.879 -1.968
N -1.033 0.950 1.850
H -1.647 -0.835 2.880
H -2.724 -0.161 1.406
H -1.577 -2.127 0.803
H -0.114 -1.815 1.692
H -0.852 -1.009 -1.081
H -0.199 0.444 -0.356
H 1.241 -2.381 -0.974
H 1.730 -1.388 0.219
H 2.925 -0.746 -1.522
H 1.653 -1.126 -2.688
H 1.951 1.229 -2.732
H 1.539 1.436 -1.032
H -0.024 1.076 2.239
H -1.645 1.689 2.365
H -1.134 1.205 0.817
H -0.014 2.108 -1.198
H -1.191 2.867 -0.728
O -0.432 2.262 -0.412
```

The calculation puts the energy above the lowest of the compared OMol25 structures with the same formula, charge and spin at 329.36 kJ/mol. The charge is +1. The HOMO energy comes out at -12.781 eV. As for the total energy: -385.1153 a.u. The value obtained for the LUMO energy is -3.330 eV.

Mulliken population analysis, charges in e, atoms 1 to 2:
1. C -0.498
2. C -0.789

***

(2)
Below is an isolated molecule of C6H12O, with properties calculated with ωB97M-V/def2-TZVPD.

The geometry in XYZ format:
```
19
C6H12O ωB97M-V/def2-TZVPD
C 2.372 0.364 -0.311
C 1.253 -0.239 0.513
O 1.710 -0.274 1.853
C -0.027 0.588 0.439
C -0.702 0.563 -0.962
C -2.032 0.596 -0.343
C -2.573 -0.783 -0.231
H 2.125 0.369 -1.378
H 3.282 -0.223 -0.166
H 2.558 1.389 0.024
H 1.050 -1.255 0.136
H 1.002 -0.647 2.393
H 0.168 1.613 0.755
H -0.449 -0.361 -1.515
H -0.456 1.454 -1.538
H -0.735 0.198 1.185
H -1.879 -1.635 -0.356
H -3.253 -0.815 -1.097
H -3.186 -0.899 0.662
```

The calculation puts the energy above the lowest of the compared OMol25 structures with the same formula, charge and spin at 375.53 kJ/mol. The HOMO energy comes out at -8.317 eV. As for the total energy: -310.9162 a.u. The value obtained for the LUMO energy is 0.812 eV.

Mulliken population analysis, charges in e, atoms 1 to 2:
1. C -1.344
2. C 0.373

***

(3)
Below is C56H72HfNO8P4S2 as an isolated structure, with properties calculated with ωB97M-V/def2-TZVPD.

The geometry in XYZ format:
```
144
C56H72HfNO8P4S2 ωB97M-V/def2-TZVPD
Hf 0.020 0.446 0.530
C -1.146 5.359 0.378
C -1.300 3.887 -0.047
C -1.479 3.779 -1.554
C -0.104 3.142 0.502
C 0.981 2.710 -0.277
C 2.171 2.267 0.317
C 2.320 2.197 1.701
C 3.654 1.925 2.330
C 1.197 2.530 2.477
C 0.037 3.017 1.897
H -1.985 5.936 -0.010
H -0.225 5.786 -0.025
H -1.144 5.470 1.461
H -2.188 3.499 0.462
H -0.672 4.287 -2.089
H -2.406 4.278 -1.836
H -1.535 2.749 -1.899
H 0.904 2.767 -1.356
H 3.011 2.004 -0.309
H 4.426 2.494 1.811
H 3.938 0.873 2.267
H 3.654 2.226 3.376
H 1.263 2.493 3.556
H -0.759 3.374 2.530
C 1.627 -2.542 2.653
C 0.139 -2.545 2.961
P -0.475 -0.823 3.181
C 0.513 -0.376 4.650
C 0.109 -0.684 5.950
C 0.964 -0.462 7.020
C 2.241 0.037 6.811
C 2.672 0.301 5.518
C 1.809 0.096 4.453
C -2.163 -1.129 3.785
C -2.727 -0.303 4.756
C -3.992 -0.568 5.258
C -4.713 -1.656 4.788
C -4.168 -2.473 3.805
C -2.903 -2.211 3.303
P 1.927 -1.600 1.109
C 1.385 -2.864 -0.087
C 2.264 -3.828 -0.574
C 1.794 -4.858 -1.374
C 0.443 -4.939 -1.694
C -0.442 -3.986 -1.210
C 0.033 -2.952 -0.412
C 3.738 -1.457 1.013
C 4.381 -0.621 0.097
C 5.763 -0.539 0.064
C 6.531 -1.289 0.946
C 5.906 -2.121 1.861
C 4.520 -2.205 1.899
H 1.985 -3.562 2.503
H 2.191 -2.102 3.475
H -0.065 -3.077 3.892
H -0.419 -3.046 2.169
H -0.866 -1.108 6.143
H 0.630 -0.691 8.023
H 2.903 0.204 7.649
H 3.679 0.657 5.344
H 2.165 0.278 3.447
H -2.189 0.558 5.127
H -4.407 0.081 6.018
H -5.696 -1.870 5.186
H -4.724 -3.326 3.438
H -2.505 -2.868 2.541
H 3.318 -3.774 -0.324
H 2.480 -5.612 -1.738
H 0.080 -5.754 -2.306
H -1.497 -4.049 -1.446
H -0.695 -2.238 -0.017
H 3.799 -0.032 -0.592
H 6.247 0.118 -0.648
H 7.610 -1.222 0.921
H 6.493 -2.710 2.553
H 4.072 -2.865 2.625
C 2.643 -2.934 -4.611
C 3.616 -2.399 -3.588
C 4.761 -1.630 -4.194
O 2.931 -1.562 -2.565
P 1.843 -0.468 -2.585
O 1.630 0.012 -1.168
C 0.329 -1.136 -3.289
P -1.103 -0.189 -2.784
O -0.839 0.378 -1.403
O -1.330 1.038 -3.699
C -1.765 1.012 -5.129
C -0.555 1.235 -6.004
C -2.802 2.099 -5.269
O -2.234 -1.239 -2.863
C -3.689 -1.117 -2.526
C -4.475 -1.084 -3.814
C -4.014 -2.322 -1.677
O 2.195 0.680 -3.580
C 2.900 1.948 -3.290
C 2.338 2.972 -4.244
C 4.393 1.757 -3.403
H 3.161 -3.669 -5.226
H 2.292 -2.144 -5.280
H 1.795 -3.435 -4.143
H 3.993 -3.212 -2.970
H 4.400 -0.799 -4.798
H 5.324 -2.299 -4.846
H 5.440 -1.260 -3.427
H 0.201 -2.157 -2.923
H 0.401 -1.166 -4.376
H -2.199 0.026 -5.306
H -0.156 2.238 -5.855
H -0.851 1.139 -7.048
H 0.238 0.512 -5.811
H -2.353 3.073 -5.075
H -3.635 1.957 -4.581
H -3.192 2.099 -6.287
H -3.800 -0.193 -1.956
H -4.238 -1.956 -4.424
H -4.296 -0.180 -4.390
H -5.539 -1.119 -3.578
H -3.934 -3.235 -2.267
H -5.043 -2.240 -1.324
H -3.362 -2.387 -0.807
H 2.635 2.208 -2.267
H 2.521 2.672 -5.276
H 2.827 3.932 -4.078
H 1.265 3.098 -4.095
H 4.680 1.508 -4.424
H 4.749 0.972 -2.734
H 4.892 2.689 -3.133
O -3.142 4.083 2.756
S -3.239 2.826 3.435
O -2.841 2.730 4.804
N -2.332 1.739 2.511
C -3.106 0.906 1.919
S -2.496 -0.095 0.651
C -4.546 0.967 2.254
C -5.584 0.151 1.848
C -6.854 0.413 2.351
C -7.073 1.468 3.231
C -6.029 2.297 3.637
C -4.780 2.018 3.129
H -5.410 -0.679 1.175
H -7.687 -0.212 2.057
H -8.072 1.652 3.604
H -6.196 3.120 4.319
```

The calculation puts the energy above the lowest of the compared OMol25 structures with the same formula, charge and spin at 22.74 kJ/mol. The charge is +3. The HOMO energy comes out at -15.342 eV. As for the total energy: -5043.1243 a.u. The value obtained for the LUMO energy is -7.918 eV.

Mulliken population analysis, charges in e, atoms 1 to 2:
1. Hf 1.108
2. C -1.657

***

(4)
Below is a 9-piece molecular cluster, C4H28N2O9 overall at a distorted geometry, with properties calculated with ωB97M-V/def2-TZVPD.

The geometry in XYZ format:
```
43
C4H28N2O9 ωB97M-V/def2-TZVPD
C 1.825 1.651 -0.247
N 1.389 2.227 -1.525
C 1.909 0.101 -0.401
C 2.821 -0.327 -1.603
N 2.471 -0.354 0.900
C 1.454 -0.211 2.042
O 0.173 -0.734 1.689
H 1.024 1.891 0.446
H 2.839 2.044 -0.081
H 1.542 1.548 -2.238
H 1.726 3.164 -1.677
H 0.937 -0.438 -0.539
H 3.859 -0.340 -1.121
H 2.464 -1.359 -1.781
H 2.814 0.167 -2.572
H 2.684 -1.352 0.955
H 1.386 0.771 2.564
H 1.737 -0.945 2.844
H -0.370 -0.020 1.194
H 0.653 -2.551 0.898
H 1.271 -3.699 -0.006
O 1.475 -3.065 0.684
H -3.448 1.468 0.524
H -3.635 1.530 -0.953
O -3.515 0.874 -0.254
H -1.154 -1.247 -0.263
H -1.985 0.183 -0.121
O -1.182 -0.298 -0.393
H -0.671 2.538 0.449
H -0.781 3.457 -0.619
O -0.928 3.463 0.329
H -2.103 -0.590 -2.330
H -3.423 -1.001 -1.497
O -2.821 -1.218 -2.203
H -1.944 0.902 2.855
H -1.085 2.166 2.606
O -1.531 1.415 2.124
H -2.999 -1.730 1.749
H -1.761 -0.869 2.507
O -2.638 -0.954 2.158
H 0.336 -3.227 -1.997
H -0.732 -2.219 -2.351
O -0.083 -2.811 -2.745
```

The calculation puts the energy above the lowest of the compared OMol25 structures with the same formula, charge and spin at 256.39 kJ/mol. The charge is +1. The HOMO energy (alpha / beta) comes out at -13.284 / -13.077 eV. The spin multiplicity is 2. As for the total energy: -955.4741 a.u. The value obtained for the LUMO energy (alpha / beta) is -2.885 / -8.068 eV.

Mulliken population analysis, charges in e, atoms 1 to 2:
1. C -0.095
2. N -0.434

***

(5)
Below is a 4-piece molecular cluster, C20H60N9O4P3S overall at a distorted geometry, with properties calculated with ωB97M-V/def2-TZVPD.

The geometry in XYZ format:
```
97
C20H60N9O4P3S ωB97M-V/def2-TZVPD
O -2.662 3.323 4.051
P -2.262 2.171 4.910
N -2.792 2.219 6.583
C -3.411 3.422 7.146
C -3.093 0.986 7.362
N -0.542 2.007 4.960
C -0.029 1.085 5.910
C 0.247 3.079 4.457
N -2.835 0.631 4.332
C -2.124 -0.299 3.513
C -4.279 0.444 4.204
H -4.460 3.247 7.383
H -3.108 4.279 6.545
H -3.009 3.681 8.126
H -4.168 0.800 7.370
H -2.864 1.070 8.424
H -2.587 0.102 6.974
H 0.149 1.638 6.832
H -0.495 0.106 6.017
H 0.989 0.837 5.609
H -0.314 3.814 3.880
H 0.609 3.699 5.277
H 1.121 2.718 3.915
H -2.266 -0.282 2.433
H -1.090 -0.035 3.733
H -2.375 -1.327 3.778
H -4.721 1.023 5.014
H -4.627 -0.582 4.325
H -4.726 0.839 3.292
O -1.458 4.850 0.379
P -0.919 3.979 -0.654
N 0.809 3.856 -0.705
C 1.585 4.558 0.337
C 1.422 3.288 -2.005
N -1.425 4.391 -2.302
C -2.809 4.293 -2.818
C -0.637 5.526 -2.991
N -1.261 2.387 -0.303
C -1.076 1.993 1.076
C -1.646 1.278 -1.206
H 2.656 4.398 0.210
H 1.193 4.180 1.282
H 1.312 5.604 0.201
H 2.147 2.504 -1.787
H 1.881 4.089 -2.585
H 0.696 2.715 -2.581
H -3.168 3.370 -2.363
H -3.429 5.081 -2.392
H -2.893 4.216 -3.902
H -1.299 6.391 -3.042
H 0.139 5.878 -2.311
H -0.249 5.158 -3.941
H -1.222 2.744 1.852
H -1.783 1.237 1.417
H -0.095 1.520 1.131
H -0.914 1.142 -2.002
H -2.584 1.644 -1.623
H -1.684 0.269 -0.795
O 0.352 -4.130 -5.194
P 1.752 -4.274 -4.815
N 2.348 -2.909 -3.956
C 3.631 -2.772 -3.212
C 1.376 -1.781 -3.765
N 3.075 -4.179 -6.002
C 4.495 -4.657 -5.855
C 2.800 -3.371 -7.174
N 2.123 -5.652 -3.952
C 1.732 -5.727 -2.605
C 1.870 -6.919 -4.697
H 3.481 -2.056 -2.404
H 4.426 -2.429 -3.875
H 4.084 -3.727 -2.946
H 0.615 -2.239 -3.133
H 0.911 -1.500 -4.710
H 1.734 -1.011 -3.081
H 4.912 -4.964 -4.896
H 4.556 -5.445 -6.606
H 5.171 -3.885 -6.223
H 2.273 -2.500 -6.785
H 3.710 -3.015 -7.657
H 2.180 -3.823 -7.949
H 1.869 -4.815 -2.023
H 0.705 -6.024 -2.390
H 2.352 -6.514 -2.176
H 1.001 -6.784 -5.341
H 1.639 -7.875 -4.226
H 2.744 -6.998 -5.342
C 1.458 -2.378 2.106
S 0.795 -1.751 0.487
O 1.509 -2.619 -0.606
C -0.760 -2.642 0.500
H 1.057 -1.629 2.789
H 2.548 -2.393 2.102
H 1.177 -3.429 2.171
H -1.269 -2.307 1.404
H -0.675 -3.729 0.502
H -1.317 -2.382 -0.400
```

The calculation puts the energy above the lowest of the compared OMol25 structures with the same formula, charge and spin at 46.87 kJ/mol. The HOMO energy comes out at -7.377 eV. As for the total energy: -3013.9775 a.u. The value obtained for the LUMO energy is 0.322 eV.

Mulliken population analysis, charges in e, atoms 1 to 2:
1. O -0.892
2. P 0.467

***

(6)
Below is a 3-piece molecular cluster, C7H18N2O overall at a distorted geometry, with properties calculated with ωB97M-V/def2-TZVPD.

The geometry in XYZ format:
```
28
C7H18N2O ωB97M-V/def2-TZVPD
C -1.770 0.764 1.039
C -0.908 -1.020 0.446
C -1.268 2.017 0.509
C -1.911 -1.753 -0.427
O -1.927 0.662 2.397
H -1.228 1.145 2.854
H -2.690 0.428 0.573
H 0.074 -1.473 0.348
H -1.029 -1.333 1.484
H -2.042 2.562 -0.027
H -0.427 1.809 -0.319
H -0.827 2.679 1.255
H -1.705 -1.590 -1.486
H -2.928 -1.397 -0.246
H -1.937 -2.830 -0.215
C 2.166 -0.153 -0.772
C 2.342 0.659 0.506
N 2.551 -1.541 -0.525
C 0.784 0.021 -1.386
N 0.340 1.219 -1.611
H 2.867 0.231 -1.528
H 2.416 -2.115 -1.348
H 1.966 -1.943 0.198
H -0.448 1.230 -2.256
H 0.399 -0.844 -1.930
H 1.640 0.314 1.268
H 3.356 0.539 0.885
H 2.144 1.713 0.313
```

The calculation puts the energy above the lowest of the compared OMol25 structures with the same formula, charge and spin at 438.42 kJ/mol. The HOMO energy comes out at -8.496 eV. As for the total energy: -462.1149 a.u. The value obtained for the LUMO energy is 0.921 eV.

Mulliken population analysis, charges in e, atoms 1 to 2:
1. C 0.200
2. C -0.463